A molecular structure, C40H81Br2INbO10 at a distorted geometry. Source: the OMol25 dataset; level of theory: wB97M-V/def2-TZVPD.

Values from the calculation:
- lowest unoccupied orbital energy (Ha) = 0.0703
- HOMO (eV) = -5.121
- HOMO-LUMO gap (eV) = 7.04

ORCA input file:
```
! wB97M-V def2-TZVPD RIJCOSX def2/J DEFGRID3
* xyz -1 1
C -3.74 -4.25 -3.41
C -3.19 -3.38 -2.78
Nb -2.37 -1.79 -1.42
C -1.33 -0.11 -0.35
C 0.03 0.36 -0.89
C 0.50 1.61 -0.19
C 0.96 1.53 1.12
C 1.34 2.66 1.82
C 1.27 3.90 1.21
C 0.85 3.99 -0.10
C 0.46 2.86 -0.79
C -3.50 -2.54 0.38
C -4.35 -1.73 1.40
C -5.79 -2.30 1.52
C -4.42 -0.22 1.22
C -4.01 -0.43 -2.28
I -5.97 -1.33 -2.33
C -3.71 -0.02 -3.74
C -2.69 1.12 -3.81
C -0.62 -3.30 -1.05
Br 0.12 -3.02 0.75
C 0.53 -3.25 -2.08
C 1.89 -3.76 -1.64
Br -0.01 -4.31 -3.63
H -4.37 -5.04 -3.74
H -1.34 -1.21 -2.83
H -2.02 0.73 -0.46
H -1.25 -0.33 0.71
H -0.03 0.53 -1.96
H 0.78 -0.41 -0.71
H 1.01 0.57 1.60
H 1.66 2.55 2.84
H 1.55 4.79 1.75
H 0.80 4.95 -0.59
H 0.11 2.94 -1.81
H -4.12 -3.34 -0.04
H -2.73 -3.07 0.94
H -3.91 -1.89 2.38
H -6.06 -2.90 0.66
H -6.52 -1.49 1.58
H -5.90 -2.89 2.43
H -4.95 0.20 2.08
H -4.99 0.07 0.34
H -3.44 0.25 1.21
H -4.06 0.50 -1.72
H -4.63 0.34 -4.21
H -3.33 -0.87 -4.30
H -2.86 1.75 -4.68
H -2.74 1.76 -2.93
H -1.67 0.74 -3.87
H -1.03 -4.31 -1.06
H 0.64 -2.23 -2.44
H 2.40 -3.00 -1.05
H 2.50 -3.95 -2.52
H 1.82 -4.68 -1.08
C -1.46 4.34 3.78
O -0.25 4.44 4.50
C 0.11 5.76 4.86
C -0.19 6.04 6.32
O -1.58 6.01 6.59
C -2.03 4.80 7.17
H -1.75 3.29 3.74
H -2.27 4.91 4.25
H -1.32 4.70 2.75
H -0.40 6.49 4.23
H 1.18 5.86 4.70
H 0.17 7.03 6.58
H 0.33 5.31 6.95
H -1.69 4.71 8.21
H -1.67 3.93 6.61
H -3.11 4.81 7.15
C 1.68 1.61 6.41
O 2.71 1.96 5.50
C 2.96 3.36 5.45
C 4.20 3.75 6.22
O 4.06 3.53 7.61
C 4.67 2.34 8.06
H 1.71 0.53 6.52
H 1.83 2.07 7.39
H 0.70 1.91 6.02
H 2.09 3.91 5.82
H 3.10 3.62 4.39
H 4.38 4.81 6.07
H 5.06 3.20 5.83
H 5.76 2.43 8.06
H 4.38 1.48 7.45
H 4.33 2.16 9.08
C -4.82 -5.03 -8.82
O -3.64 -5.68 -8.41
C -2.46 -5.13 -8.99
C -1.75 -4.18 -8.06
O -2.51 -3.02 -7.81
C -3.17 -3.03 -6.54
H -5.63 -5.38 -8.18
H -4.74 -3.94 -8.73
H -5.07 -5.28 -9.86
H -2.70 -4.62 -9.93
H -1.80 -5.97 -9.22
H -0.81 -3.86 -8.54
H -1.50 -4.68 -7.12
H -2.45 -2.90 -5.73
H -3.71 -3.97 -6.38
H -3.87 -2.21 -6.53
C 1.93 -9.34 -1.08
O 2.59 -9.70 0.12
C 3.78 -8.97 0.36
C 3.56 -7.83 1.34
O 2.69 -6.85 0.81
C 1.37 -6.92 1.31
H 0.95 -9.80 -1.07
H 1.82 -8.25 -1.17
H 2.49 -9.71 -1.95
H 4.18 -8.57 -0.58
H 4.52 -9.66 0.77
H 4.52 -7.35 1.54
H 3.17 -8.23 2.28
H 1.32 -6.56 2.34
H 0.98 -7.94 1.26
H 0.75 -6.27 0.69
C 4.02 6.09 -0.03
O 3.23 7.03 -0.73
C 3.91 8.22 -1.06
C 4.36 8.23 -2.51
O 5.34 7.24 -2.77
C 4.82 6.07 -3.38
H 3.48 5.14 -0.02
H 4.99 5.94 -0.51
H 4.18 6.41 1.01
H 4.78 8.37 -0.40
H 3.22 9.05 -0.90
H 4.81 9.20 -2.73
H 3.49 8.10 -3.16
H 4.55 6.27 -4.43
H 3.94 5.70 -2.85
H 5.60 5.31 -3.35
*
```

Here are the Löwdin charges for atoms 1 to 4, given in e:
1. C -0.091
2. C -0.364
3. Nb 1.635
4. C -0.360

---

3 unconnected molecules or ions with the total composition C40H85F2N9O7P3S at a distorted geometry. Source: the OMol25 dataset; level of theory: wB97M-V/def2-TZVPD.

Values from the calculation:
- lowest unoccupied orbital energy (Ha) = -0.1289
- HOMO (eV) = -9.022
- HOMO-LUMO gap (eV) = 5.51

ORCA input file:
```
! wB97M-V def2-TZVPD RIJCOSX def2/J DEFGRID3
* xyz 1 1
C -1.68 -3.83 -5.16
C -1.39 -3.10 -3.72
O -1.50 -1.61 -3.81
C -1.83 -1.20 -2.43
C -1.55 0.42 -2.14
C -0.44 0.72 -1.00
C 0.72 1.76 -1.53
C 0.45 2.96 -2.58
C 0.75 2.59 -4.19
C 0.53 3.79 -5.31
C 0.04 5.24 -4.72
N -0.22 5.61 -3.29
C -0.02 4.50 -2.30
C 1.18 2.39 -0.09
S 2.98 2.73 -0.25
O 3.79 1.71 -1.15
O 3.77 3.09 1.02
F 3.07 4.20 -1.22
C 0.50 1.40 1.06
C 0.46 2.45 2.31
C 0.15 1.86 3.79
C 1.14 2.72 4.84
F -1.24 2.14 4.31
P 1.94 0.31 1.64
N 2.69 -0.57 0.52
N -0.82 0.79 0.51
C -1.03 -0.64 0.95
C -1.50 -0.87 2.50
C -2.29 -2.35 2.51
C -3.93 -2.21 2.50
C -4.58 -1.60 3.89
C -5.26 -2.86 4.75
O -5.94 -2.19 5.91
C -5.53 -2.87 7.15
C -6.52 -4.12 7.65
O -4.45 -2.45 7.82
C -2.09 1.62 0.78
C -2.11 3.08 -0.02
C -3.53 0.97 0.50
C -4.57 1.09 1.81
H -1.62 -5.01 -4.99
H -0.95 -3.44 -5.99
H -2.82 -3.60 -5.43
H -2.25 -3.44 -2.98
H -0.35 -3.34 -3.24
H -2.97 -1.39 -2.24
H -1.20 -1.90 -1.70
H -1.07 0.75 -3.19
H -2.54 1.05 -2.08
H 0.18 -0.30 -1.05
H 1.47 1.04 -2.12
H 1.10 1.52 -4.49
H 0.68 3.66 -6.47
H -0.12 6.10 -5.53
H -0.20 4.81 -1.16
H 0.75 3.45 0.25
H -0.26 3.37 2.17
H 1.55 2.94 2.37
H 0.40 0.75 4.00
H 1.38 3.80 4.45
H 2.14 2.06 4.93
H 0.66 2.71 5.92
H 1.38 -0.66 2.60
H 2.82 1.14 2.44
H 2.24 -0.31 -0.39
H -1.84 -1.24 0.30
H -0.09 -1.36 0.80
H -2.27 -0.11 2.93
H -0.64 -1.01 3.28
H -2.00 -2.98 3.47
H -1.96 -3.02 1.58
H -4.35 -3.33 2.41
H -4.27 -1.67 1.52
H -5.47 -0.87 3.66
H -3.71 -1.10 4.49
H -6.10 -3.42 4.13
H -4.38 -3.57 5.07
H -6.45 -4.92 6.80
H -6.22 -4.49 8.72
H -7.62 -3.66 7.62
H -2.17 1.94 1.94
H -3.20 3.51 0.20
H -1.38 3.88 0.40
H -2.06 2.98 -1.18
H -3.63 -0.12 0.13
H -4.10 1.61 -0.33
H -4.01 1.20 2.83
H -5.34 0.21 1.77
H -5.20 2.09 1.67
O -1.17 -7.61 -3.94
P -1.24 -9.02 -3.31
N -2.94 -8.97 -3.16
C -3.65 -8.25 -2.13
C -3.64 -8.79 -4.44
N -0.40 -8.58 -1.90
C -1.00 -8.18 -0.64
C 0.83 -7.81 -2.12
N -1.32 -10.65 -2.59
C -2.41 -11.59 -2.83
C -0.06 -11.35 -2.37
H -4.74 -8.32 -2.26
H -3.39 -7.18 -2.13
H -3.48 -8.68 -1.15
H -3.16 -9.38 -5.22
H -3.64 -7.74 -4.76
H -4.67 -9.13 -4.38
H -1.54 -7.23 -0.73
H -0.24 -8.04 0.14
H -1.65 -8.96 -0.26
H 0.62 -6.74 -2.26
H 1.36 -8.17 -3.01
H 1.53 -7.92 -1.28
H -3.30 -11.30 -2.26
H -2.16 -12.60 -2.49
H -2.66 -11.65 -3.89
H 0.04 -11.61 -1.32
H 0.81 -10.74 -2.64
H 0.02 -12.27 -2.97
O 6.22 8.47 2.52
P 6.61 8.39 1.02
N 5.86 9.87 0.64
C 4.43 10.05 0.47
C 6.39 11.01 1.40
N 5.66 7.01 0.71
C 4.31 7.02 0.17
C 5.79 5.92 1.68
N 7.07 8.29 -0.70
C 7.42 9.45 -1.51
C 7.81 7.11 -1.13
H 4.17 11.10 0.28
H 3.87 9.73 1.36
H 4.07 9.52 -0.41
H 7.48 10.94 1.48
H 5.97 11.06 2.41
H 6.18 11.96 0.89
H 3.60 7.48 0.86
H 3.95 6.00 -0.03
H 4.28 7.52 -0.80
H 5.16 6.09 2.56
H 6.83 5.83 2.01
H 5.52 4.96 1.24
H 6.52 10.01 -1.79
H 7.89 9.17 -2.46
H 8.11 10.12 -0.98
H 7.26 6.61 -1.94
H 7.94 6.39 -0.32
H 8.82 7.35 -1.49
*
```

Here are the Löwdin charges for atoms 1 to 4, given in e:
1. C -0.085
2. C -0.248
3. O -0.213
4. C -0.218